84
Properties=species:S:1:pos:R:3 method="wB97M-V/def2-TZVPD" e_lumo_ev=-5.764 max_force_ev_per_a=8.05 total_charge=+1 gap_ev=2.66
Cs -10.40009 -1.66615 -1.31897
Ca 6.19349 -6.23247 2.21563
Cl 0.82188 1.86926 3.84345
Cl -0.57736 -0.65873 4.15049
Cl -2.08452 1.78665 3.75879
Cl 0.54992 -3.16616 1.72790
S 3.91794 5.06458 0.14495
S -9.58363 1.82196 1.83438
S 1.14053 1.42895 -1.02060
S 6.80573 -5.93274 -1.49242
F 7.58384 2.54420 0.96877
F 8.65413 0.74889 -0.09477
F -10.05871 -0.32565 0.24892
F -8.99137 1.29013 -0.75273
F -11.11752 1.47595 -0.36404
O 7.64328 2.45849 -1.41086
O -2.21837 0.18697 1.02894
O 5.58054 -6.99833 -1.41802
O -6.30115 -0.06793 -1.36501
O 6.49754 -5.16469 -0.08291
O 8.03817 -6.64174 -1.35622
O 0.00101 -0.50828 0.84433
O -9.50691 3.25072 1.56705
O 6.54264 -5.02383 -2.56132
O 6.28288 2.69916 -3.18198
O -8.31157 1.24199 2.26296
O -3.88856 3.43442 1.76752
O 4.61742 0.83923 -1.72125
O 1.51487 -6.52426 0.96168
O -10.70527 1.44717 2.68072
O 6.28358 0.94365 -0.22324
N -6.02388 3.81143 2.42169
N -5.43367 1.77644 1.59512
C 1.32461 -2.60445 -1.53446
C -5.04190 3.03223 1.91842
C 1.91536 -3.17243 -0.13460
C -0.51726 1.68982 -0.18366
C 2.04005 -1.14884 -1.81103
C 5.69433 1.26876 -1.36390
C 1.02559 0.03858 -2.28276
C -0.86407 0.33859 0.59751
C 1.41705 4.19367 -0.72029
C -9.95151 1.04116 0.18131
C -0.62937 1.07697 4.47459
C 2.55753 -3.47882 0.99034
C 2.47254 5.39296 -0.97356
C 4.96678 -6.94088 -0.13471
C 6.53846 2.21179 -2.10521
C -6.11082 1.14749 -2.07894
C 1.55842 3.05001 -1.87185
C 5.18298 -5.51147 0.35220
B 7.56530 1.67367 -0.16567
H -6.37467 1.43521 1.71263
H 1.52799 -6.13234 0.08001
H -6.97312 3.50192 2.55228
H 2.82006 5.30168 -2.05649
H 0.86324 3.26713 -2.76475
H 5.10097 -5.42389 1.43844
H 4.55899 6.29335 0.38118
H 1.56118 -3.32976 -2.39759
H 1.92223 6.36401 -0.74702
H 4.47443 -4.82079 -0.11869
H 2.93123 -1.28331 -2.50959
H 1.62489 3.77872 0.33101
H -5.46660 -0.55175 -1.40008
H 2.45968 -0.82818 -0.78421
H -5.31709 1.73184 -1.60681
H -5.84601 0.92810 -3.11677
H 0.73629 -6.13227 1.37918
H 2.66152 3.04121 -2.21915
H 0.19827 -2.41135 -1.45510
H 3.19400 -3.33425 1.94267
H 5.47392 -7.66741 0.51953
H 0.32621 4.56213 -0.70142
H -0.05521 -0.35936 -2.35204
H -2.38910 1.03708 1.52516
H -7.03849 1.71780 -2.05690
H -1.34244 1.96354 -0.92954
H -0.34856 2.49431 0.61556
H -4.73531 1.16124 1.21458
H -0.66268 1.22937 5.55172
H -5.77727 4.75400 2.67577
H 3.90882 -7.19423 -0.20571
H 1.37171 0.39813 -3.31053